The following is a DFT calculation (the ωB97M-V functional and the def2-TZVPD basis) of the molecule C4H6O2.

XYZ file:
```
12
Properties=species:S:1:pos:R:3:forces:R:3
C -1.4417 -0.3645 -0.3511 -0.109 0.047 -0.025
C -0.6601 -0.3346 0.9369 -0.068 -0.193 0.145
O -0.9822 -0.9640 1.9218 0.020 0.295 -0.345
C 0.6578 0.3844 0.9468 0.025 -0.246 0.196
C 1.4945 0.3008 -0.2633 0.197 -0.200 -0.134
O 0.9069 1.5209 0.1355 -0.145 0.151 -0.049
H -1.2255 0.5065 -0.9725 -0.062 -0.064 0.045
H -1.1610 -1.2694 -0.9027 -0.015 0.121 0.077
H -2.5074 -0.4286 -0.1333 0.079 0.032 0.007
H 1.1136 0.4254 1.9355 0.048 -0.122 -0.201
H 1.0898 -0.0820 -1.2000 0.015 -0.161 0.273
H 2.5634 0.1604 -0.1379 0.016 0.342 0.011
```
Forces are in eV/Å.

As for the multiplicity: 1. The LUMO energy comes out at 0.9 eV. The value obtained for the relative energy (zero: lowest compared OMol25 entry of this formula, charge and spin) is 40.1 kcal per mole. For the total energy, the calculation gives -306.442362 Ha. The calculation puts the largest force on an atom at 0.454 eV/A. For the HOMO-LUMO gap, the calculation gives 10.822 eV.

***

The following is a DFT calculation (the ωB97M-V functional and the def2-TZVPD basis) of a structure of composition C15H23As2MnN2.

XYZ file:
```
43
Properties=species:S:1:pos:R:3:forces:R:3
Mn 0.0000 0.0000 0.0000 0.227 2.779 -1.107
C 3.6559 -2.4815 0.0765 0.364 0.117 0.459
As 1.8670 -1.6419 0.0000 0.544 -1.958 -0.964
C 1.4630 -2.2875 -1.8192 -0.072 -0.181 -0.506
C 0.7259 -2.9885 0.9467 -0.205 -2.153 -1.293
C 1.3879 -3.9940 1.6793 -0.629 0.174 -0.451
C 0.6823 -4.9611 2.3911 -0.276 0.159 -0.016
C -0.7043 -4.9465 2.3988 0.255 0.048 0.071
C -1.3938 -3.9661 1.6930 0.821 0.469 -0.432
C -0.7161 -2.9766 0.9552 0.163 -1.367 -0.726
As -1.8495 -1.6419 0.0000 -1.127 -1.531 1.055
C -3.2216 -2.8413 -0.7684 -0.042 -0.013 -0.676
C -2.9054 -1.0275 1.5519 -0.191 0.385 0.328
H 3.6105 -3.5360 -0.2653 -0.163 0.681 0.217
H 4.0480 -2.4323 1.1134 -0.170 -0.038 -0.678
H 4.3445 -1.9203 -0.5877 -0.539 -0.215 0.399
H 1.6210 -3.3840 -1.8791 -0.123 0.669 0.060
H 2.1331 -1.7795 -2.5433 -0.438 -0.255 0.430
H 0.4100 -2.0540 -2.0751 0.595 -0.162 0.012
H 2.4625 -4.0447 1.7205 0.182 0.147 -0.100
H 1.2168 -5.7226 2.9447 0.027 0.025 -0.038
H -1.2489 -5.6967 2.9574 -0.025 0.022 -0.024
H -2.4703 -3.9917 1.7349 -0.171 0.126 -0.094
H -3.7147 -3.4605 0.0045 0.471 0.440 -0.277
H -2.7522 -3.4998 -1.5271 -0.314 0.406 0.447
H -4.0008 -2.2215 -1.2576 0.535 -0.308 0.251
H -3.3489 -1.8797 2.1027 0.279 0.395 -0.418
H -3.7211 -0.3650 1.1973 0.479 -0.380 0.161
H -2.2445 -0.4552 2.2353 -0.671 -0.415 -0.482
N 0.1637 0.0614 6.2034 -0.872 -0.172 -0.937
C 0.0093 0.0217 4.8122 1.000 0.234 1.582
C -0.1789 1.1973 4.0898 -0.304 0.027 -0.894
C -0.1936 1.1348 2.7045 -0.081 0.365 0.344
N 0.0000 0.0000 2.0012 0.136 -0.157 2.252
C 0.2384 -1.1158 2.7213 0.319 0.739 1.607
C 0.2718 -1.1494 4.1071 -0.263 -0.113 -0.895
H -0.3247 0.8292 6.6536 0.239 -0.183 -0.016
H -0.0072 -0.8262 6.6660 0.146 0.274 -0.032
H -0.3120 2.1504 4.5878 -0.013 -0.078 -0.061
H -0.3554 2.0276 2.1077 0.047 -0.111 0.088
H 0.4205 -2.0132 2.1374 -0.082 1.555 1.942
H 0.4999 -2.0767 4.6192 -0.024 0.037 -0.034
H 0.0000 1.7287 0.0000 -0.039 -0.484 -0.558
```
Forces are in eV/Å.

As for the multiplicity: 6. The LUMO energy (alpha / beta) comes out at -2.9 / -2.9 eV. The value obtained for the relative energy (zero: lowest compared OMol25 entry of this formula, charge and spin) is 0.0 kcal per mole. For the total energy, the calculation gives -6317.106324 Ha. Its total charge is +1. The calculation puts the largest force on an atom at 3.000 eV/A. For the HOMO-LUMO gap (alpha / beta), the calculation gives 8.186 / 9.073 eV.

***

The following is a DFT calculation (the ωB97M-V functional and the def2-TZVPD basis) of a cluster of 2 separate species, C2H6S2 in total.

XYZ file:
```
10
Properties=species:S:1:pos:R:3:forces:R:3
S 1.5887 3.3560 0.3983 0.270 0.621 0.106
S 1.2592 1.3688 0.6270 -0.265 -0.506 -0.086
H 2.9318 3.3283 0.2952 -0.131 -0.015 -0.094
H 0.8131 1.1356 -0.6199 0.097 -0.125 0.077
C -1.2036 -1.5294 0.5419 0.453 1.211 0.583
C -1.1514 -1.6790 -0.7649 0.967 0.177 -0.608
H -0.3838 -1.8455 1.1782 -0.468 -0.980 0.120
H -1.8521 -0.7976 1.0116 -0.078 0.026 -0.138
H -0.4403 -2.3721 -1.1994 0.084 0.012 -0.007
H -1.5617 -0.9651 -1.4679 -0.930 -0.422 0.047
```
Forces are in eV/Å.

As for the multiplicity: 1. The LUMO energy comes out at 0.6 eV. The value obtained for the relative energy (zero: lowest compared OMol25 entry of this formula, charge and spin) is 32.4 kcal per mole. For the total energy, the calculation gives -876.118779 Ha. The calculation puts the largest force on an atom at 1.418 eV/A. For the HOMO-LUMO gap, the calculation gives 9.990 eV.

***

The following is a DFT calculation (the ωB97M-V functional and the def2-TZVPD basis) of a cluster of 2 separate species, C3H10N2O in total.

XYZ file:
```
16
Properties=species:S:1:pos:R:3:forces:R:3
C 1.0120 -0.3627 -1.7287 1.074 -0.058 0.176
C 0.8852 -1.5919 -1.2289 -0.451 0.427 -0.818
N 0.1152 0.4778 -2.3569 0.391 -0.343 0.157
H 2.0264 0.0370 -1.7024 -0.214 0.314 0.085
H 1.7924 -2.0714 -0.9080 -0.125 -0.348 0.191
H -0.0443 -2.1175 -1.3878 -0.060 -0.358 0.437
H -0.6777 0.5769 0.1529 -0.390 0.205 -0.667
H -0.8447 0.1777 -2.4074 -0.089 0.298 0.163
H 0.3155 1.4397 -2.1412 -0.559 0.165 -0.308
N 0.4211 0.4881 2.3236 1.246 0.348 -0.506
C -0.8403 0.0413 1.9228 -2.162 -0.241 0.535
O -1.4183 0.6795 0.7641 1.078 -0.381 0.150
H 0.4104 1.4820 2.5197 -0.015 0.008 0.046
H 1.0652 0.3405 1.5477 0.261 -0.023 0.336
H -0.8502 -1.0448 1.8066 0.235 0.005 -0.281
H -1.5494 0.2668 2.7081 -0.218 -0.017 0.304
```
Forces are in eV/Å.

As for the multiplicity: 1. The LUMO energy comes out at 0.9 eV. The value obtained for the relative energy (zero: lowest compared OMol25 entry of this formula, charge and spin) is 38.1 kcal per mole. For the total energy, the calculation gives -305.013937 Ha. The calculation puts the largest force on an atom at 2.241 eV/A. For the HOMO-LUMO gap, the calculation gives 9.678 eV.

***

The following is a DFT calculation (the ωB97M-V functional and the def2-TZVPD basis) of a structure of composition C28H22Cl3F5NOS10W.

XYZ file:
```
71
Properties=species:S:1:pos:R:3:forces:R:3
W -1.1551 -1.0618 -1.0068 -0.030 -0.705 0.157
C -1.7331 -4.1693 -2.6450 0.027 -0.026 0.003
C -1.7949 -4.4045 -1.1481 -0.030 -0.037 -0.001
S -0.6839 -3.3815 -0.1453 0.075 0.041 0.103
C 0.9686 -3.8371 -0.7825 0.037 -0.029 0.054
C 1.8250 -2.6351 -1.1413 0.041 -0.049 -0.010
S 1.0704 -1.4656 -2.3098 -0.094 0.055 0.115
C 0.8393 -2.5307 -3.7655 0.022 -0.071 -0.044
C -0.5381 -2.3186 -4.3563 0.026 0.005 -0.046
S -1.8761 -2.4145 -3.1412 -0.067 0.129 -0.043
H -2.5568 -4.6934 -3.1300 0.018 -0.009 0.028
H -0.8060 -4.5615 -3.0600 -0.012 0.012 -0.019
H -1.5801 -5.4508 -0.9242 -0.009 0.018 -0.007
H -2.7859 -4.1841 -0.7467 0.020 0.017 -0.007
H 0.8403 -4.5231 -1.6177 0.001 0.001 -0.023
H 1.4678 -4.3864 0.0168 -0.034 -0.007 -0.021
H 2.7791 -2.9634 -1.5566 -0.024 0.005 -0.035
H 2.0283 -2.0265 -0.2626 0.001 0.027 0.040
H 1.0102 -3.5698 -3.4904 -0.028 0.003 -0.002
H 1.6054 -2.2563 -4.4913 0.007 0.000 0.015
H -0.7461 -3.0352 -5.1530 0.015 0.019 0.013
H -0.6330 -1.3194 -4.7864 -0.020 -0.007 0.027
F 2.0466 1.0763 5.3685 -0.044 -0.024 -0.027
C 1.1657 0.6699 4.4611 -0.005 -0.002 -0.074
C 0.0114 1.3970 4.2250 0.062 -0.061 -0.110
F -0.2212 2.5124 4.9063 -0.016 0.023 0.033
C -0.8712 0.9805 3.2395 0.082 0.120 0.020
F -1.9423 1.7432 3.0181 -0.015 -0.005 -0.015
C -0.6574 -0.1612 2.4723 -0.138 0.279 -0.055
S -1.9108 -0.6028 1.2921 0.140 -0.245 0.074
C 0.4890 -0.8807 2.7670 0.149 -0.163 -0.072
F 0.7789 -2.0149 2.0988 -0.068 0.041 -0.096
C 1.4036 -0.4769 3.7217 -0.008 -0.013 0.007
F 2.5151 -1.1875 3.9258 -0.055 0.038 0.005
Cl -2.4962 3.4594 -4.0454 -0.039 0.024 -0.010
C -1.8405 3.3444 -2.4148 0.007 -0.295 0.167
Cl -0.2022 4.0039 -2.3363 -0.032 0.027 0.011
Cl -2.9001 4.0923 -1.2252 0.088 0.077 -0.013
C -1.7331 1.9134 -2.0692 0.056 -0.472 0.076
N -1.6034 0.8083 -1.7805 -0.105 1.220 -0.429
C -5.5929 -1.1880 -4.1528 0.010 -0.041 0.023
S -4.3012 0.0489 -3.8748 -0.005 -0.017 -0.005
C -4.7464 0.6167 -2.2723 -0.064 0.029 -0.057
C -4.4361 0.0395 -1.0981 0.038 -0.115 0.074
S -3.6388 -1.5152 -0.8547 0.077 0.119 -0.045
S -4.9409 0.8953 0.3349 -0.057 0.041 0.053
C -5.6989 2.2497 -0.4509 0.062 -0.066 -0.059
S -6.3498 3.5147 0.3400 0.003 0.018 -0.003
S -5.6372 2.1136 -2.1826 -0.064 0.032 -0.018
H -5.3484 -1.6908 -5.0858 0.011 -0.001 -0.050
H -6.5676 -0.7170 -4.2465 -0.001 0.034 0.020
H -5.5947 -1.9117 -3.3417 0.015 -0.028 0.026
C 5.6027 3.2861 5.6193 0.097 -0.002 -0.086
C 4.9117 3.9993 4.4987 0.151 0.041 0.030
O 3.9379 4.6727 4.6145 -0.226 0.001 0.027
S 5.7225 3.7846 2.8465 0.055 -0.154 0.083
C 4.3964 2.9234 2.0419 -0.072 0.136 -0.071
C 3.0781 3.3730 2.0934 -0.021 0.046 -0.022
C 2.0819 2.6538 1.4638 0.052 -0.046 -0.050
C 2.3873 1.4958 0.7413 -0.109 0.082 0.088
C 3.7179 1.0868 0.6419 -0.063 -0.030 0.025
C 4.7101 1.7870 1.3005 0.068 0.024 0.017
C 1.3311 0.7221 0.1734 0.170 -0.152 -0.110
C 0.4381 -0.0001 -0.2322 -0.082 0.134 0.207
H 5.0319 3.4044 6.5354 -0.002 0.018 0.043
H 6.6025 3.7078 5.7403 0.028 -0.011 0.005
H 5.7272 2.2343 5.3619 -0.020 0.010 0.034
H 2.8373 4.2784 2.6312 0.005 -0.021 -0.009
H 1.0578 2.9948 1.5092 -0.097 0.002 0.044
H 3.9672 0.2022 0.0716 0.009 -0.031 -0.011
H 5.7360 1.4493 1.2516 0.029 -0.015 0.013
```
Forces are in eV/Å.

As for the multiplicity: 3. The LUMO energy (alpha / beta) comes out at -3.2 / -4.5 eV. The value obtained for the relative energy (zero: lowest compared OMol25 entry of this formula, charge and spin) is 0.0 kcal per mole. For the total energy, the calculation gives -7138.748420 Ha. Its total charge is +1. The calculation puts the largest force on an atom at 1.298 eV/A. For the HOMO-LUMO gap (alpha / beta), the calculation gives 6.923 / 5.597 eV.

***

The following is a DFT calculation (the ωB97M-V functional and the def2-TZVPD basis) of a structure of composition C39H54MnN2O2P2.

XYZ file:
```
100
Properties=species:S:1:pos:R:3:forces:R:3
Mn -0.7576 -0.1838 1.2448 1.619 0.132 0.797
C -1.4345 0.6887 3.1855 -0.554 -0.688 -0.382
C -2.2778 -0.4273 2.7968 0.369 -0.509 1.184
C -0.0950 -1.2199 3.0704 0.302 1.592 0.847
C -0.1010 0.2125 3.3299 0.537 -1.479 0.366
C -1.4422 -1.6068 2.7725 -0.985 0.686 0.050
C -1.9087 2.0751 3.5019 -0.054 0.053 -0.181
H -2.8917 2.2711 3.0663 0.123 -0.025 0.087
H -1.2131 2.8336 3.1327 -0.045 -0.065 0.114
H -2.0013 2.2078 4.5883 0.092 -0.094 -0.217
C 1.1010 1.0118 3.7245 -0.150 0.184 -0.134
H 0.9477 2.0772 3.5334 -0.054 -0.046 0.091
H 1.9784 0.6910 3.1550 -0.290 0.141 0.519
H 1.3142 0.8852 4.7944 -0.025 -0.003 -0.209
C 1.1050 -2.1082 3.1851 -0.046 -0.110 -0.237
H 1.3122 -2.3665 4.2328 -0.117 0.114 -0.181
H 1.9887 -1.6109 2.7730 -0.525 -0.420 0.569
H 0.9576 -3.0409 2.6331 0.002 0.026 0.089
C -1.9327 -3.0136 2.6098 -0.044 -0.015 -0.125
H -2.0761 -3.4782 3.5946 0.072 0.122 -0.175
H -1.2203 -3.6304 2.0550 -0.056 0.030 0.113
H -2.8937 -3.0443 2.0904 0.087 -0.002 0.083
C -3.7741 -0.4107 2.7036 -0.045 0.009 -0.107
H -4.2361 -0.7409 3.6453 0.124 0.069 -0.223
H -4.1279 -1.0730 1.9082 -0.054 0.041 0.097
H -4.1463 0.5947 2.4885 0.009 -0.147 0.037
C -3.3776 3.8549 -4.6162 -0.218 -0.046 0.289
C -4.4369 4.0544 -3.8230 0.316 -0.111 -0.135
C -5.8477 3.5394 -3.9375 -0.098 -0.091 -0.116
C -6.0878 2.3297 -4.8675 0.002 0.143 0.021
C -5.2946 1.1090 -4.4673 0.360 -0.055 0.028
C -4.0305 0.7928 -4.7727 -0.333 0.148 0.144
C -3.0174 1.5339 -5.6051 -0.026 0.142 -0.131
C -3.2819 3.0312 -5.8779 -0.010 -0.137 -0.039
H -6.5057 4.3646 -4.2523 0.136 -0.152 0.067
H -5.8941 2.6103 -5.9042 -0.074 -0.077 0.164
H -6.1843 3.2707 -2.9262 0.029 0.040 -0.122
H -4.1715 3.1468 -6.4996 0.182 0.009 0.080
H -2.4434 4.3224 -4.3039 -0.115 0.006 -0.043
H -4.2742 4.6867 -2.9491 -0.007 -0.014 -0.122
H -2.4443 3.4093 -6.4760 -0.146 -0.057 0.091
H -2.0446 1.4405 -5.1022 -0.072 0.009 -0.067
H -3.6544 -0.1456 -4.3632 -0.072 0.021 -0.063
H -2.8966 1.0141 -6.5688 -0.017 0.087 0.191
H -7.1547 2.0821 -4.8160 0.178 0.034 -0.019
H -5.8252 0.4119 -3.8181 0.060 0.042 -0.102
P -1.4598 1.4269 -0.1938 -0.735 2.665 -2.102
P -0.9476 -1.5054 -0.5817 0.221 -2.093 -2.611
C -1.5583 0.7961 -1.9552 0.028 -0.369 0.445
C -0.7097 -0.4712 -2.1007 0.055 0.084 0.392
H -1.2528 1.5776 -2.6595 -0.041 -0.033 0.237
H -2.6135 0.5710 -2.1523 0.076 0.126 0.042
H -0.9567 -1.0310 -3.0103 -0.049 -0.052 0.248
H 0.3552 -0.2186 -2.1150 -0.118 0.027 -0.022
C 0.2700 -2.8601 -0.8116 0.027 0.317 0.139
H 0.1479 -3.6492 -0.0613 -0.004 0.176 -0.150
H 1.2834 -2.4532 -0.7408 -0.141 -0.078 0.078
H 0.1224 -3.2658 -1.8157 -0.017 -0.077 0.110
C -2.5378 -2.3679 -0.9457 -0.025 0.271 0.471
H -2.5922 -2.6743 -1.9964 0.161 0.138 0.199
H -3.3738 -1.7005 -0.7183 -0.022 -0.108 -0.100
H -2.6292 -3.2552 -0.3143 0.003 0.112 -0.041
C -0.4155 2.9343 -0.3506 0.249 -0.375 0.047
H -0.2672 3.4284 0.6163 -0.089 -0.111 -0.197
H -0.9010 3.6100 -1.0589 -0.071 -0.010 0.150
H 0.5561 2.6476 -0.7644 -0.044 -0.077 0.169
C -3.1315 2.1864 -0.0224 0.085 -0.322 0.388
H -3.8731 1.4010 0.1475 -0.010 0.120 -0.052
H -3.3981 2.7468 -0.9256 0.202 -0.169 0.049
H -3.1462 2.8708 0.8297 0.013 -0.093 -0.066
O 1.9865 0.5253 -1.2526 -2.113 1.254 -2.704
C 2.4685 -0.0911 -0.3477 0.041 0.448 -0.360
N 3.7597 -0.5403 -0.4940 1.110 -1.224 -1.367
C 4.3000 -0.9011 0.7616 1.396 -0.826 -1.039
C 3.1762 -0.3871 1.5405 -1.412 -0.807 4.344
O 3.5456 -0.3268 2.7161 -2.361 1.279 0.070
N 1.8457 -0.2411 0.8866 4.989 -0.315 0.741
C 4.3684 -2.4339 1.1331 0.194 -0.821 0.754
C 4.5794 -2.8342 2.5009 -0.115 0.003 -0.689
C 4.5875 -4.1682 2.8997 -0.061 0.487 -0.457
C 4.4032 -5.1657 1.9577 -0.125 -0.045 -0.655
C 4.2157 -4.8238 0.6146 0.042 0.467 0.504
C 4.1939 -3.4735 0.2013 0.093 0.089 0.961
C 5.6048 -0.1384 1.1560 0.875 -0.240 0.519
C 6.7317 -0.8025 1.7266 -0.519 0.770 -0.276
C 7.8124 -0.0848 2.2486 -0.492 0.252 -0.311
C 7.8139 1.3051 2.1985 -0.255 -0.046 -0.129
C 6.7395 1.9795 1.6157 -0.166 -0.591 -0.071
C 5.6449 1.2697 1.1005 0.489 -0.563 0.249
H 4.3169 -0.5031 -1.3615 -1.037 0.265 0.742
H 4.7437 -2.1273 3.3020 -0.072 0.347 -0.360
H 4.7349 -4.4232 3.9462 0.017 0.116 -0.167
H 4.4091 -6.2022 2.2772 -0.014 0.022 -0.189
H 4.0790 -5.6174 -0.1053 -0.001 0.042 -0.164
H 4.0355 -3.2474 -0.8400 -0.024 0.106 -0.231
H 6.7887 -1.8750 1.8259 -0.265 -0.085 -0.199
H 8.6402 -0.6090 2.7152 -0.104 -0.012 -0.120
H 8.6452 1.8578 2.6219 -0.082 0.015 -0.061
H 6.7445 3.0609 1.5899 -0.061 0.011 -0.062
H 4.8065 1.8220 0.6967 -0.085 -0.002 -0.079
```
Forces are in eV/Å.

As for the multiplicity: 5. The LUMO energy (alpha / beta) comes out at -4.0 / -4.0 eV. For the total energy, the calculation gives -3611.939821 Ha. Its total charge is +1. The calculation puts the largest force on an atom at 5.053 eV/A. For the HOMO-LUMO gap (alpha / beta), the calculation gives 6.451 / 6.630 eV.

***

- Which formula does entry 5 have?
  C28H22Cl3F5NOS10W